Here is a cluster of 6 separate species, C26H45BNO17 in total from OMol25. Energies are from ωB97M-V with the def2-TZVPD basis set.

Structure (XYZ):
```
90
C26H45BNO17 ωB97M-V with the def2-TZVPD basis set
H 0.7484 1.3896 -0.3250
O 2.1278 -2.6263 5.7309
O 2.1321 4.0780 -0.9566
C 3.0450 0.3698 2.0191
H -1.2917 -5.2556 5.8174
O -5.2789 -3.3692 -6.7158
C -2.7893 -1.1216 2.1485
C -1.3080 -3.3525 -2.9233
H 2.4612 3.1591 -3.6411
H 3.3705 7.5325 1.4426
H -3.1448 -4.3676 -3.4911
H -2.9231 -6.9039 -6.7531
H -0.0160 -1.5913 0.5684
H -0.0131 0.3248 3.6350
H -5.6494 -7.9593 -5.2007
C -4.9827 -4.5172 -6.6884
H 2.0054 -0.6631 0.4674
C 1.5044 4.4603 -2.2075
H 3.2850 5.3366 -3.0970
H 0.0656 -6.3510 5.5240
O 3.0471 10.3579 1.4354
O 3.1127 5.2555 0.6924
C 0.9074 -2.0530 5.7173
O 2.7125 6.1923 -1.3134
C 1.8874 11.0312 1.6366
H 0.7614 3.5047 -3.9801
H 3.0527 0.6084 -0.1339
H 1.2035 2.3848 -2.6856
O -3.7044 -4.9755 -6.6215
C 1.9405 -4.0353 5.9678
C 1.2372 1.3651 0.6461
H -3.4874 -0.9599 2.9604
H 4.3577 7.6325 2.9002
H 3.7252 9.9126 3.3217
C -5.1046 -6.7685 -6.9172
C 2.3651 5.6431 -2.5960
C 3.2067 9.4033 2.5048
H 3.7906 -0.4208 2.0345
C 1.7614 9.1522 2.8702
H -5.4068 -8.8812 -6.6901
C -5.7956 -7.9496 -6.2815
H -5.0160 -6.9141 -7.9966
O -1.9465 0.0461 2.0621
H -3.7546 -6.4989 -5.2337
C 1.4818 3.3116 -3.1870
H 4.8345 8.5015 1.4343
C 0.7486 0.8693 3.0844
C -2.0911 -4.3213 -3.7766
O -0.0605 -2.9901 5.6623
H -6.8666 -7.9066 -6.4710
O -0.6086 -0.8795 0.3040
O -1.0231 -4.1752 -1.7712
H -2.1936 -2.0034 2.3633
H 2.7291 -4.6076 5.4881
H 1.8520 6.3874 -3.1977
H 1.6428 2.3588 0.8211
H 0.8593 1.8258 3.5843
C -0.9938 -5.4727 -2.1771
C -0.2263 -5.4071 5.9816
H -0.3746 1.9468 1.7454
O 1.5540 12.0035 1.0493
H -0.3515 -3.1117 -3.3954
C 2.6970 5.1907 -0.4190
O 1.1557 10.4231 2.6068
H -3.3506 -1.2633 1.2307
H -1.5585 -1.7143 -1.5955
H 0.6208 -4.3718 4.2980
H -3.0751 -2.2841 -2.2927
H 0.4873 4.7846 -1.9728
C 2.3531 0.3512 0.6576
B -0.8351 -0.0021 1.3304
C 3.9859 8.1958 2.0448
H 1.2996 8.4091 2.2148
N 0.1857 1.0961 1.6855
H 3.5182 1.3370 2.1712
H 1.6094 8.8689 3.9086
H -1.9667 -1.3337 -3.2865
C 0.5644 -4.2692 5.3857
O 0.7155 -0.8770 5.7490
C -3.7712 -6.3807 -6.3200
C 2.0311 0.0518 3.1097
H 1.7952 -1.0115 3.1350
H 2.4889 0.2736 4.0712
O -1.4785 -5.5775 -3.4368
O -5.8520 -5.5494 -6.7056
C -2.0225 -2.0911 -2.5058
H -0.0641 -5.4797 7.0571
H -2.0159 -4.1325 -4.8436
H 1.9674 -4.2048 7.0452
O -0.5988 -6.3743 -1.5186
```

Summary:
- HOMO energy (eV) = -12.069
- E_LUMO (eV) = -2.742
- net charge = +1
- gap between HOMO and LUMO (eV) = 9.33
- E_tot (Ha) = -2376.3746
- maximum force (eV/Å) = 0.84

Atomic partial charges in e from the Mulliken method, atoms 1 to 8: number 1, H, carries 0.406; number 2, O, carries -0.314; number 3, O, carries -0.161; number 4, C, carries -0.942; number 5, H, carries 0.367; number 6, O, carries -0.540; number 7, C, carries -0.609; number 8, C, carries 0.604

***

Here is a structure of composition C26H45ClNPSTi in a non-equilibrium geometry from OMol25. Energies are from ωB97M-V with the def2-TZVPD basis set.

Structure (XYZ):
```
76
C26H45ClNPSTi ωB97M-V with the def2-TZVPD basis set
H -0.2494 -3.9129 4.8925
C 4.7806 0.2843 -1.0577
H 0.3819 0.2648 -3.2556
H 1.8446 1.5511 -2.4658
C -0.5835 -0.5447 -1.4901
C -0.0871 3.1416 -1.3452
H -2.6636 1.3480 0.1772
H 4.0047 2.2323 -1.5497
C -0.7884 4.5071 -1.3294
C 0.4415 -2.8950 3.0999
C 2.4195 0.8196 -1.8763
H -0.8431 -4.6074 3.4208
H -2.5784 4.1768 -2.4935
H 0.1672 -2.2230 -4.4503
H -1.7664 -1.8158 0.8538
H 5.7988 0.6926 -1.0048
H 2.1317 1.7494 0.0324
C 2.7310 -0.2813 0.3888
H 1.1500 -2.5135 3.8015
H -1.6265 -0.7184 -1.1506
H 4.8055 -0.6931 0.8743
C -1.9255 -2.8482 4.0083
H -2.4062 1.5918 -1.5540
H -2.4357 -0.8856 -3.5670
H -4.0017 3.2675 -0.7481
H -1.3627 -0.3798 -4.8639
H 0.5504 -1.9504 1.1903
C -0.5919 -2.8483 -2.5270
H -1.1468 1.0728 -2.8649
H -2.6540 -3.4592 4.5821
H -2.8852 3.7812 0.5123
P 0.1055 0.5301 -0.0688
H -2.9401 -0.1063 1.7466
H -1.4688 -2.8963 -4.5058
H 4.3664 1.0064 0.9357
H -1.7189 -1.9925 4.6459
C 4.2296 0.0850 0.3582
S 0.1764 0.0023 7.2698
C -2.2348 2.0371 -0.5660
H 1.0190 -3.6528 2.5647
H -3.4341 -1.9443 2.8975
H 2.2937 -0.1563 -2.3650
C -1.5245 -1.5322 1.8791
H 2.4034 -0.3510 1.4589
H -0.3774 5.1384 -2.1309
H -1.7242 0.8146 2.3815
N 0.1364 -0.1371 4.4988
C -2.3143 4.4280 -1.4616
C -0.8012 -2.2509 -3.9232
C 0.0977 -0.1495 5.7185
H -0.5439 5.0029 -0.3861
H 4.8571 -0.6910 -1.5537
C 3.9039 1.2039 -1.9119
C 1.9320 0.7610 -0.4137
C -0.7261 2.1966 -0.3190
C -1.3793 -0.8304 -3.8679
H 1.1756 -1.7531 -1.9055
C 0.0639 -1.8105 2.1543
H 0.1859 -2.3763 -0.5648
H -0.0266 -3.7809 -2.6035
C -0.6437 0.0954 -2.8888
H -2.7474 5.4213 -1.2614
C 0.1361 -1.9030 -1.5572
C -1.8707 -0.1863 1.9012
Ti 0.5355 0.1245 2.6769
C -0.6371 -3.6448 3.8881
H -1.5723 -3.1067 -2.0969
H -0.5812 2.6478 0.6785
H 4.2608 1.2043 -2.9489
H 2.6104 -1.2729 -0.0821
Cl 1.5200 2.2321 2.6939
H 0.9860 3.2833 -1.1397
C -2.4801 -2.3857 2.6882
H -2.7598 -3.3199 2.1074
C -2.9359 3.3998 -0.5104
H -0.1643 2.7111 -2.3519
```

Summary:
- HOMO energy (alpha / beta) (eV) = -1.893 / -2.050
- E_LUMO (alpha / beta) (eV) = 2.607 / 2.605
- net charge = -1
- gap between HOMO and LUMO (alpha / beta) (eV) = 4.50 / 4.66
- 2S+1 = 2
- expectation value of S² = 0.771
- E_tot (Ha) = -3121.6413
- maximum force (eV/Å) = 6.12

Atomic partial charges in e from the Mulliken method, atoms 1 to 8: number 1, H, carries 0.305; number 2, C, carries -0.776; number 3, H, carries 0.092; number 4, H, carries 0.170; number 5, C, carries -0.495; number 6, C, carries -0.434; number 7, H, carries -0.097; number 8, H, carries 0.384

***

Here is a structure of composition C26H45CrFGeN2Si2 from OMol25. Energies are from ωB97M-V with the def2-TZVPD basis set.

Structure (XYZ):
```
78
C26H45CrFGeN2Si2 ωB97M-V with the def2-TZVPD basis set
H -4.5749 1.1527 -1.4969
H 3.4139 0.9083 3.5583
C -0.6768 -2.9774 1.1954
H 5.1019 -2.6904 -0.6967
C -0.2430 -2.3203 2.4355
C -1.2716 -4.1118 3.7119
H -0.1877 -5.0335 -2.8134
H 1.1201 -4.5882 -1.7114
C -0.1655 4.3016 -0.8761
C 1.2109 -0.6763 5.2699
H 1.7860 0.0741 5.8209
C 0.1488 5.6934 -2.9700
H -2.0814 0.5585 0.9189
N 0.4359 -1.1780 2.2863
C 4.5191 -1.7956 -0.8740
H -4.9285 2.8382 -1.1799
H -0.8037 1.3772 3.2043
H -3.0365 -2.0823 -1.6614
H -3.8968 1.9580 0.7610
N -0.3574 -2.3672 0.0472
H -2.5834 0.0865 -0.6793
C 2.9325 0.1418 2.9429
H 3.5105 -0.7815 3.0339
H -0.2900 -2.4681 4.6006
C 0.2591 1.5119 3.4199
H -3.1052 -3.7501 -1.0894
C 5.0757 -0.7388 -1.5650
C -1.3898 -4.2099 1.2971
H -0.1561 3.1552 0.9565
H 0.5747 5.7232 -3.9745
H 0.1153 3.5438 -2.8728
C -1.6747 -4.7562 2.5090
H -0.3070 -5.4281 -1.0948
H -4.0634 2.5953 -3.4776
H -2.6000 1.8063 -2.8896
C -0.0647 -1.8487 -2.8417
H 1.7059 -1.6406 5.4078
C -4.1100 2.1345 -1.3551
Cr 0.6927 -0.6824 0.3211
H 0.1215 5.2019 -0.3189
Si -0.7563 -3.0014 -1.5625
C -3.3744 2.5297 -2.6335
C 0.0336 -4.6723 -1.8046
C 0.2413 3.0695 -0.0585
H 2.9907 0.4665 1.9002
H -2.8396 -3.4174 -2.8040
C 3.2097 -1.6605 -0.4263
C 2.4517 -0.5028 -0.6605
H -2.7392 3.0454 0.0362
Si 1.1735 -0.1115 3.4910
H 0.3493 2.0406 4.3730
H -0.2166 -2.2860 -3.8339
C -0.5833 -2.9402 3.6786
H 2.7724 -2.4926 0.1237
Ge -0.3251 1.2832 -0.7345
H -2.2184 -5.6908 2.5601
H 2.5258 1.4413 -1.5930
H 1.5511 4.2634 -2.1680
H -0.9318 5.8333 -3.0622
C 3.0698 0.5294 -1.3734
H 0.2165 -0.7215 5.7204
H -0.5621 -0.8762 -2.8277
H 0.5457 6.5441 -2.4109
H -0.4016 1.4744 -2.2685
H -1.2537 4.3457 -0.9797
C -2.1997 0.9368 -0.1026
C 0.4652 4.3790 -2.2632
H 1.0063 -1.6814 -2.7054
H 1.3320 3.0534 0.0437
F 6.3475 -0.8485 -2.0042
H -1.5163 -4.5610 4.6658
H -2.8921 3.5038 -2.5207
H 0.6823 2.1540 2.6424
C -3.2345 2.0782 -0.1012
C -2.6058 -3.0793 -1.7899
H -1.7083 -4.7144 0.3972
H 4.8587 1.2241 -2.3771
C 4.3793 0.4248 -1.8262
```

Summary:
- HOMO energy (alpha / beta) (eV) = -7.493 / -7.832
- E_LUMO (alpha / beta) (eV) = -0.075 / -1.815
- gap between HOMO and LUMO (alpha / beta) (eV) = 7.42 / 6.02
- 2S+1 = 5
- expectation value of S² = 6.124
- E_tot (Ha) = -4927.5033
- maximum force (eV/Å) = 0.81

Atomic partial charges in e from the Mulliken method, atoms 1 to 8: number 1, H, carries 0.230; number 2, H, carries 0.409; number 3, C, carries 0.713; number 4, H, carries 0.432; number 5, C, carries 0.760; number 6, C, carries -0.817; number 7, H, carries 0.373; number 8, H, carries 0.292